No. 1
Entry from the Open Molecules 2025 dataset: a molecular structure, C31H59GeN4O2SSi4TeZn at a distorted geometry (ωB97M-V with the def2-TZVPD basis set).

Output
Net charge: +1
HOMO: -9.96 eV
HOMO-LUMO gap: 6.07 eV
Relative energy (zero: lowest compared OMol25 entry of this formula, charge and spin): 0.00 kJ/mol
LUMO: -3.9 eV

Atoms and positions in Å:
H  2.988  -4.241  -1.199
H  -5.380  5.358  2.903
H  -5.382  0.275  1.316
Si  2.480  -3.322  1.021
Zn  -2.176  -1.406  -0.195
H  1.333  1.095  -6.874
H  -4.388  -5.927  0.100
C  -0.482  -1.595  -4.692
H  -1.659  1.837  -1.732
H  4.945  0.411  -1.603
H  5.651  -0.798  1.893
N  -3.651  -1.006  1.351
H  -0.026  2.420  -2.070
H  1.774  1.084  5.510
H  4.057  2.719  0.100
C  -2.122  -3.574  -1.970
S  0.498  -0.659  -2.355
C  -1.317  -2.529  -2.624
H  -1.132  4.391  2.740
C  0.795  0.340  -6.273
H  -3.116  -4.089  1.146
H  3.411  -0.397  -1.869
H  5.001  -3.356  0.700
C  -3.098  -4.246  0.063
C  4.241  -0.294  -1.191
H  -3.232  -0.385  2.052
H  1.735  1.704  3.885
C  3.947  -1.611  4.705
H  0.727  -1.556  5.889
H  4.019  -2.623  4.356
H  4.833  -1.080  4.373
H  2.373  2.235  -0.148
H  -3.002  3.321  0.504
C  -2.714  -4.676  -2.604
H  2.194  -2.692  -1.459
C  0.792  -1.768  4.821
C  1.242  -4.281  2.093
Ge  -0.646  2.546  0.378
H  -0.294  4.402  -3.869
C  -2.049  4.511  2.114
O  -4.738  1.607  -0.812
C  -3.755  -5.299  -0.506
C  2.298  1.047  4.550
H  -4.543  5.635  1.395
H  -0.165  -1.477  4.364
Si  3.844  0.321  0.561
H  1.387  -4.067  3.157
H  6.277  0.648  1.099
Te  -0.172  -0.069  1.403
C  4.265  -3.715  1.445
C  -1.528  4.050  -2.100
H  -1.325  -2.332  -6.582
C  -0.051  -0.609  -6.870
H  0.190  -4.105  1.861
C  0.973  0.337  -4.896
C  -4.171  0.537  -0.489
H  1.321  6.112  -2.428
C  -4.583  4.992  2.275
H  -3.978  -1.829  1.875
H  -4.047  -6.352  -2.396
H  2.984  2.492  1.461
H  0.563  3.409  0.815
Si  2.185  -1.045  1.667
H  4.567  -3.328  2.416
Si  2.323  -0.798  4.133
C  -0.983  2.686  -1.582
C  -2.289  3.223  1.330
C  3.241  2.092  0.490
C  0.343  -0.643  -4.062
H  -1.807  5.307  1.404
C  2.201  -3.607  -0.850
H  -1.914  4.666  -1.276
C  0.780  5.207  -2.090
H  5.349  0.757  2.584
H  -5.419  -1.100  0.248
H  1.265  -4.160  -1.007
C  -3.230  4.926  3.031
C  -3.557  -5.523  -1.877
O  -3.145  0.052  -1.053
H  -3.354  4.160  3.809
N  -0.754  -1.633  -1.867
H  1.451  4.348  -2.136
H  3.981  -1.670  5.792
H  -0.264  -0.593  -7.950
H  -2.932  5.830  3.560
H  4.732  -1.245  -1.161
H  3.308  1.431  4.679
C  -0.680  -1.598  -6.092
N  -2.372  -3.374  -0.624
H  -4.829  3.983  1.935
H  -2.403  3.878  -2.702
H  0.949  -2.841  4.701
H  -2.623  2.411  1.985
H  1.589  1.103  -4.430
H  -0.996  5.858  -3.175
H  1.410  -5.351  1.932
H  0.507  5.418  -1.054
N  -1.201  -2.526  -3.953
H  -1.645  -3.315  -4.450
C  5.417  0.231  1.636
C  -4.751  -0.345  0.672
C  -0.512  4.899  -2.914
H  4.348  -4.785  1.501
H  -2.501  -4.863  -3.662

Atomic forces in eV per Å
H 0.6 -0.5 -0.4
H -0.2 0.0 0.3
H 0.3 0.0 0.0
Si -0.8 1.0 -0.3
Zn 1.0 1.2 0.7
H -0.5 -0.5 0.3
H 0.0 -0.2 0.0
C 0.5 1.1 -1.6
H -0.1 0.3 -0.3
H 0.3 0.3 -0.3
H 0.1 -0.3 -0.1
N 0.3 -1.0 1.1
H -0.4 0.1 0.0
H 0.2 0.3 0.1
H -0.2 -0.1 0.0
C -1.9 -0.8 1.8
S 0.8 0.8 1.2
C 1.1 1.5 0.6
H -0.6 0.1 -0.3
C -0.1 -0.2 -0.4
H -0.2 0.1 -0.4
H -0.5 0.1 -0.2
H -0.5 -0.1 0.2
C 0.4 0.6 0.8
C 0.0 0.4 0.8
H 0.0 -0.2 -0.3
H 0.1 -0.2 -0.2
C -0.6 0.5 0.3
H -0.1 -0.1 0.1
H 0.0 -0.6 -0.3
H 0.0 0.2 -0.1
H 0.0 -0.1 -0.2
H -0.1 0.0 0.3
C 0.5 0.4 0.0
H 0.0 -0.3 0.3
C 0.7 0.7 -0.1
C 0.5 -0.4 -0.2
Ge -0.4 0.5 0.1
H 0.2 0.0 0.3
C 0.4 -0.1 0.5
O 1.1 -2.3 0.9
C 0.0 -0.7 -1.3
C -0.4 -0.5 0.4
H 0.1 0.0 0.0
H 0.4 0.0 0.0
Si -0.3 -0.3 0.4
H 0.1 -0.1 -0.2
H -0.1 -0.1 0.0
Te -0.7 0.8 -0.5
C 0.1 0.4 -0.2
C 0.5 0.1 0.4
H 0.1 0.2 0.3
C -0.1 -0.2 0.0
H 0.1 0.3 -0.1
C -0.6 -0.9 1.1
C -2.3 2.2 -0.1
H -0.3 -0.6 -0.1
C 0.9 0.0 0.1
H 0.1 0.6 -0.2
H 0.2 0.3 0.3
H -0.1 0.0 0.4
H 0.0 -0.3 0.1
Si 0.8 0.4 0.5
H 0.0 0.1 0.1
Si -0.3 -0.5 -1.4
C 0.7 -0.6 0.1
C 0.6 -0.9 -0.3
C 0.5 0.1 -0.3
C -0.5 0.3 -3.1
H -0.1 0.1 0.1
C -0.6 0.2 0.7
H 0.2 0.0 0.0
C -0.5 0.2 -0.6
H -0.3 0.2 0.1
H 0.2 0.0 -0.2
H 0.1 0.2 0.0
C -0.1 -0.7 -0.6
C 0.0 0.1 0.2
O 1.0 -0.5 -0.6
H 0.2 0.1 0.0
N -1.2 -1.6 0.1
H 0.1 0.1 0.2
H 0.0 0.1 0.2
H 0.3 0.0 0.6
H -0.3 0.3 -0.1
H 0.4 -0.7 0.1
H 0.0 0.0 0.0
C 0.7 1.0 0.5
N 0.6 -0.2 -1.9
H -0.1 0.1 0.0
H -0.4 -0.3 -0.4
H -0.1 0.1 0.0
H -0.2 0.2 0.0
H 0.0 -0.2 0.0
H 0.1 -0.4 0.1
H 0.0 -0.1 0.2
H 0.0 -0.2 0.1
N -0.8 -2.6 -0.4
H 0.6 1.1 0.2
C -0.2 0.0 -0.5
C -0.6 1.0 -0.7
C 0.0 0.4 0.7
H 0.2 -0.7 0.0
H -0.3 -0.1 0.5

Löwdin population analysis, charges in e, atoms 1 to 99:
1. H 0.02
2. H 0.06
3. H 0.12
4. Si 0.38
5. Zn 0.49
6. H 0.12
7. H 0.12
8. C -0.23
9. H 0.03
10. H 0.03
11. H 0.01
12. N -0.04
13. H 0.03
14. H 0.03
15. H 0.04
16. C -0.13
17. S 0.98
18. C -0.35
19. H 0.10
20. C -0.08
21. H 0.13
22. H -0.02
23. H 0.05
24. C -0.12
25. C -0.20
26. H 0.07
27. H 0.01
28. C -0.21
29. H 0.02
30. H 0.00
31. H 0.02
32. H -0.02
33. H 0.05
34. C 0.02
35. H -0.02
36. C -0.22
37. C -0.21
38. Ge 0.76
39. H 0.10
40. C -0.30
41. O 0.02
42. C -0.02
43. C -0.21
44. H 0.07
45. H 0.00
46. Si 0.38
47. H 0.00
48. H 0.04
49. Te 0.58
50. C -0.20
51. C -0.26
52. H 0.12
53. C -0.07
54. H 0.02
55. C -0.07
56. C -0.62
57. H 0.07
58. C -0.10
59. H 0.10
60. H 0.13
61. H 0.02
62. H -0.04
63. Si 0.15
64. H 0.00
65. Si 0.41
66. C -0.34
67. C -0.36
68. C -0.24
69. C -0.43
70. H 0.10
71. C -0.20
72. H 0.09
73. C -0.11
74. H 0.02
75. H 0.12
76. H 0.02
77. C -0.25
78. C 0.00
79. O -0.13
80. H 0.10
81. N -0.30
82. H 0.05
83. H 0.03
84. H 0.12
85. H 0.10
86. H 0.01
87. H 0.03
88. C 0.00
89. N 0.04
90. H 0.06
91. H 0.10
92. H 0.00
93. H 0.05
94. H 0.11
95. H 0.11
96. H 0.03
97. H 0.06
98. N 0.13
99. H 0.15



No. 2
Entry from the Open Molecules 2025 dataset: a molecular structure, C19H42B2NO25 at a distorted geometry (ωB97M-V with the def2-TZVPD basis set).

Output
Net charge: -1
HOMO: -7.12 eV
HOMO-LUMO gap: 8.37 eV
Relative energy (zero: lowest compared OMol25 entry of this formula, charge and spin): 327.36 kJ/mol
LUMO: 1.2 eV

Atoms and positions in Å:
C  -0.110  2.641  -0.040
H  -1.819  -5.845  -2.370
O  0.846  -1.522  1.437
C  2.958  -1.965  1.362
C  0.153  -2.694  -1.622
H  -1.455  7.584  -1.232
H  5.722  -0.261  3.432
O  2.689  -3.697  -3.960
O  -3.658  -2.222  2.650
H  6.556  -4.241  2.502
H  -4.673  2.521  -1.196
H  6.790  -2.381  0.328
C  0.665  1.564  -2.092
C  -0.854  7.244  -2.176
O  -4.827  -0.662  1.789
O  -0.305  -2.324  -2.667
C  -2.715  -5.213  1.339
C  -3.026  3.500  -0.269
H  7.609  -0.868  0.440
C  -2.157  3.003  -1.327
O  -3.329  -6.342  1.222
O  -1.719  -3.793  2.752
H  0.210  7.467  -2.184
H  -2.559  3.605  0.683
O  5.364  -3.081  -0.610
H  -2.152  1.978  -1.399
H  -1.994  5.465  -2.561
H  -1.312  7.677  -2.952
H  -1.628  -1.237  -2.366
H  1.730  1.452  -2.442
O  -2.320  -0.057  0.403
O  0.965  -1.989  -1.018
B  1.148  -2.504  0.321
H  -0.380  5.601  -3.102
H  2.309  -4.610  -4.215
H  -6.252  2.547  0.639
H  -1.677  -6.692  -3.597
H  -5.806  4.076  0.389
H  0.396  0.561  -2.703
H  1.351  1.286  3.290
C  -0.496  4.902  -1.126
N  -0.683  3.387  -1.200
H  0.843  3.510  -2.526
O  7.577  -1.846  0.653
O  -0.801  -5.791  2.493
H  6.634  -2.674  2.234
H  5.304  -3.049  -1.588
H  -2.053  -0.224  -1.237
H  4.653  -2.646  -0.115
H  1.025  -1.262  4.420
O  -2.355  -6.248  -3.011
C  -0.269  -3.832  -0.822
H  5.435  -0.375  1.938
O  2.039  -0.430  2.812
H  -3.534  4.672  -0.397
O  6.774  -3.389  2.826
C  -5.408  3.208  0.638
O  2.514  -2.862  0.602
O  4.154  -1.669  1.373
H  -4.066  1.795  0.345
C  0.031  2.923  -2.378
H  -1.092  5.179  -0.450
C  -2.616  -1.077  1.007
H  0.519  5.195  -0.924
C  0.447  1.305  -0.724
C  -0.993  5.762  -2.344
O  -2.069  -2.170  0.983
H  -5.381  3.150  1.678
H  -2.555  3.446  -2.217
O  -1.057  -4.734  -1.180
O  -2.346  -0.524  -2.215
O  6.141  -0.030  2.530
B  -2.716  -3.096  1.904
O  0.773  -2.024  5.105
O  0.771  1.929  3.238
H  -0.639  2.866  -3.299
H  0.557  3.070  0.438
C  -3.784  -1.168  1.907
C  -4.348  2.691  -0.197
O  -3.398  -4.118  1.174
O  0.242  -3.705  0.282
H  1.326  1.110  -0.527
C  1.941  -1.278  1.975
C  -1.757  -4.991  2.283
H  1.374  1.887  4.075
H  0.122  0.314  -0.216
H  1.417  -1.844  5.791
H  -0.901  2.511  0.708
H  1.999  -3.355  -3.582

Atomic forces in eV per Å
C -5.8 -6.0 -3.8
H 1.0 1.2 1.7
O -3.5 -2.1 -3.2
C 7.7 -0.6 -1.1
C -3.0 0.0 -4.1
H 1.6 -0.2 -1.4
H 1.2 0.6 -2.1
O 5.0 -5.7 -4.0
O 1.5 -2.0 0.8
H -0.5 -0.7 -1.0
H -0.3 -0.5 -0.8
H 1.0 1.7 -0.4
C -0.5 -3.6 -5.9
C -0.1 -1.1 5.0
O -2.8 3.5 -0.5
O -0.4 -0.7 -1.7
C -9.1 -6.6 -1.3
C -3.8 3.9 1.1
H -0.9 -2.1 0.2
C 0.8 2.5 -0.5
O 3.3 3.8 -0.6
O -1.5 2.0 -0.1
H -0.1 0.6 0.5
H 0.3 -0.3 0.9
O 0.7 -0.5 -0.7
H -0.1 -2.6 -0.2
H -0.8 -0.1 -0.4
H -1.5 1.9 -3.1
H -1.8 1.6 -0.2
H -0.5 1.3 0.9
O 0.4 0.1 0.1
O 4.0 3.2 3.3
B -1.7 -1.4 0.7
H 2.4 -1.5 -3.9
H 1.3 2.1 0.4
H -0.7 -0.8 -1.0
H -1.4 0.7 0.9
H -1.5 4.4 -1.3
H -0.8 2.6 0.7
H 4.1 -8.4 -4.2
C 2.5 -1.1 -5.3
N -0.3 1.4 -0.4
H 2.1 2.4 -0.7
O 0.0 0.5 -0.3
O -3.1 1.6 -0.1
H 0.0 0.7 -1.2
H -0.5 0.2 1.2
H -1.3 -1.0 -2.8
H 0.0 0.1 -0.6
H -1.0 -2.5 2.0
O 0.1 -2.1 -2.9
C -4.6 -4.5 -3.7
H 0.6 0.2 0.4
O 1.3 1.0 1.9
H 2.1 -2.7 -0.3
O 0.6 -0.1 2.5
C -1.2 -2.5 0.9
O -0.9 -2.3 -2.0
O -1.3 -0.2 0.6
H 0.1 -0.9 -0.9
C -1.7 -3.2 -2.8
H -4.2 2.2 6.1
C -1.0 4.8 -0.4
H 0.5 -0.5 0.3
C -7.3 0.1 4.1
C -1.1 -1.0 3.2
O 3.2 -3.0 -1.3
H 1.6 0.4 2.1
H 0.3 -0.1 -1.0
O 2.1 2.3 0.9
O 2.7 -0.3 2.5
O -1.8 -0.6 1.8
B -0.3 0.2 2.0
O 0.8 2.7 -2.3
O -2.1 5.2 2.9
H 0.8 0.5 1.3
H 6.6 4.8 3.8
C -0.6 -1.7 0.4
C 2.9 -0.9 1.1
O -0.4 1.2 -1.4
O 2.8 0.7 5.5
H 9.1 -0.7 3.8
C -2.0 4.0 3.5
C 10.3 -3.6 2.9
H -2.2 3.4 1.1
H -1.2 1.6 -1.7
H 0.2 -0.2 0.4
H 0.1 -0.5 -0.4
H -6.3 3.7 3.5

How is the electron density shared among the atoms? According to Löwdin, the charges in e are:
1. C 0.01
2. H -0.06
3. O 0.32
4. C -0.39
5. C -0.47
6. H 0.13
7. H 0.08
8. O 0.00
9. O 0.27
10. H 0.02
11. H 0.12
12. H 0.01
13. C -0.17
14. C -0.08
15. O 0.20
16. O 0.15
17. C -0.37
18. C -0.18
19. H 0.07
20. C -0.11
21. O 0.11
22. O 0.29
23. H 0.09
24. H 0.10
25. O -0.06
26. H 0.10
27. H 0.11
28. H 0.03
29. H 0.02
30. H 0.14
31. O 0.08
32. O 0.31
33. B -0.75
34. H 0.06
35. H 0.11
36. H 0.09
37. H 0.06
38. H 0.03
39. H 0.17
40. H -0.13
41. C -0.05
42. N -0.17
43. H 0.10
44. O -0.13
45. O 0.11
46. H -0.04
47. H 0.08
48. H 0.03
49. H 0.01
50. H 0.07
51. O -0.07
52. C -0.40
53. H 0.00
54. O 0.15
55. H 0.19
56. O -0.04
57. C -0.12
58. O 0.34
59. O 0.13
60. H 0.10
61. C -0.10
62. H 0.04
63. C -0.42
64. H 0.15
65. C -0.14
66. C -0.21
67. O 0.32
68. H 0.07
69. H 0.13
70. O 0.14
71. O -0.15
72. O -0.12
73. B -0.87
74. O -0.09
75. O -0.03
76. H 0.18
77. H 0.05
78. C -0.45
79. C -0.24
80. O 0.29
81. O 0.31
82. H 0.02
83. C -0.48
84. C -0.44
85. H 0.12
86. H 0.15
87. H 0.01
88. H 0.14
89. H -0.11



No. 3
Entry from the Open Molecules 2025 dataset: 9 unconnected molecules or ions with the total composition C14H36N8O20S at a distorted geometry (ωB97M-V with the def2-TZVPD basis set).

Output
Net charge: 0
HOMO: -10.90 eV
HOMO-LUMO gap: 10.60 eV
LUMO: -0.3 eV

Atoms and positions in Å:
O  -2.324  2.892  0.715
H  -0.793  4.092  -2.889
C  -1.739  0.833  -0.838
O  3.112  -7.505  -1.330
C  0.399  -3.124  -0.131
H  -1.487  -7.396  0.137
C  3.103  -8.280  4.362
H  -1.850  12.600  -2.689
O  -1.499  -5.228  2.211
O  -0.079  2.054  0.797
O  -1.397  -3.872  -1.365
H  -1.639  2.019  -3.436
H  -2.407  -7.388  1.676
H  -0.752  -8.076  1.615
H  1.044  -2.259  -0.150
H  -4.144  2.041  1.266
O  4.415  -5.946  -2.048
C  -4.022  2.033  -0.901
C  2.873  0.971  0.967
H  -3.208  0.714  -2.331
O  4.542  -5.991  2.795
H  2.860  -3.622  3.560
H  -1.572  8.059  -1.149
H  4.559  -3.074  3.589
C  -1.407  3.659  -2.096
H  3.876  -3.774  2.093
O  -2.974  14.829  -4.360
O  3.812  -0.973  1.789
H  3.724  1.579  1.256
O  2.151  -10.378  4.499
S  -1.435  1.590  0.747
O  -1.838  0.721  1.803
H  -3.347  7.946  -1.370
N  -0.848  -5.999  1.539
C  -1.428  -7.327  1.219
H  2.449  1.301  0.028
N  -2.938  14.283  -3.278
H  -0.788  0.756  -1.356
H  3.136  -8.183  5.443
O  -0.508  -2.005  -1.953
H  -4.203  3.621  0.534
N  3.341  -0.431  0.805
H  -2.684  12.443  -4.264
H  -3.619  12.381  -2.743
N  -0.582  -2.984  -1.236
C  -2.240  2.540  -2.690
O  -3.287  9.793  -2.903
H  -0.733  3.308  -1.317
H  5.855  -6.383  -0.178
H  -4.515  2.780  -1.519
N  4.279  -5.148  3.635
H  -4.740  1.225  -0.768
H  -1.966  4.931  -0.718
O  4.322  -5.342  4.830
N  2.030  -9.264  4.044
C  -2.382  7.926  -1.861
C  3.861  -3.794  3.175
O  -3.038  14.845  -2.207
N  4.109  -6.817  -1.261
O  -1.297  9.191  -3.456
H  4.448  -6.897  0.797
H  2.852  -7.342  3.894
H  -2.076  -0.182  -0.635
O  1.102  -8.891  3.356
H  -3.092  3.007  -3.186
C  -3.725  2.649  0.467
C  5.018  -7.067  -0.109
O  3.190  -0.965  -0.273
H  2.118  0.967  1.747
H  5.347  -8.100  -0.173
C  -2.820  1.514  -1.700
H  0.956  -4.034  -0.310
N  -2.319  9.064  -2.818
C  -2.758  12.805  -3.247
H  -0.165  -3.187  0.794
O  -2.268  4.690  -1.595
O  0.258  -5.761  1.095
H  4.038  -8.675  3.981
H  -2.249  7.008  -2.426

Atomic forces in eV per Å
O -0.1 -0.1 -0.2
H 0.1 0.0 0.0
C -0.7 -0.2 -0.1
O 0.0 0.0 0.0
C 0.1 0.4 0.0
H 0.1 0.0 0.0
C -0.1 0.0 0.1
H 0.0 0.0 0.1
O 0.0 0.0 0.0
O -0.1 0.3 -0.3
O -0.1 0.0 0.0
H 0.0 -0.1 0.0
H 0.0 0.0 0.0
H 0.1 0.0 0.0
H 0.1 0.1 -0.1
H 0.3 -0.1 0.1
O 0.0 0.0 0.0
C 0.0 0.0 -0.1
C 0.0 0.1 -0.1
H 0.0 -0.1 0.0
O 0.0 0.2 0.1
H 0.0 0.0 0.1
H 0.1 0.0 -0.1
H 0.0 0.0 0.1
C -0.1 0.2 -0.3
H 0.0 0.0 0.0
O 0.0 0.0 0.0
O 0.0 0.0 -0.1
H 0.0 -0.1 0.1
O 0.0 -0.1 0.0
S 1.3 -0.3 0.2
O -0.7 -0.2 0.0
H 0.0 0.0 0.0
N 0.0 0.1 -0.1
C -0.2 0.0 0.0
H 0.0 0.0 0.0
N 0.0 0.0 0.0
H 0.1 0.1 0.0
H 0.1 -0.1 0.0
O -0.1 0.2 0.0
H 0.2 0.1 0.1
N -0.2 -0.1 0.1
H 0.0 0.0 0.0
H 0.0 0.0 0.1
N 0.0 -0.2 -0.1
C -0.1 0.1 0.6
O 0.0 0.0 0.0
H 0.1 0.0 0.0
H 0.0 0.0 0.0
H -0.1 0.0 0.0
N 0.0 0.0 0.0
H 0.0 -0.1 0.1
H 0.0 0.0 0.2
O 0.0 0.0 0.1
N 0.1 0.0 0.0
C -0.1 0.0 0.0
C 0.0 0.0 -0.2
O 0.0 0.0 0.0
N 0.0 0.0 0.0
O 0.0 0.0 0.0
H 0.0 -0.1 0.0
H -0.1 0.0 -0.1
H 0.1 0.0 0.3
O -0.1 0.1 -0.1
H 0.1 0.0 -0.3
C -0.7 0.1 0.0
C 0.1 0.0 0.0
O 0.1 0.0 0.0
H 0.0 0.0 0.0
H -0.1 0.0 0.0
C 0.3 0.1 -0.3
H 0.0 -0.1 0.0
N 0.0 0.0 0.0
C 0.0 0.0 -0.2
H 0.0 -0.2 0.0
O 0.0 0.0 0.1
O 0.1 -0.2 0.2
H 0.0 0.0 0.0
H 0.1 0.0 0.0

How is the electron density shared among the atoms? According to Löwdin, the charges in e are:
1. O -0.23
2. H 0.12
3. C -0.16
4. O 0.06
5. C 0.05
6. H 0.11
7. C 0.04
8. H 0.10
9. O 0.07
10. O -0.29
11. O 0.07
12. H 0.12
13. H 0.10
14. H 0.08
15. H 0.07
16. H 0.12
17. O 0.06
18. C -0.12
19. C 0.05
20. H 0.14
21. O 0.03
22. H 0.11
23. H 0.10
24. H 0.10
25. C -0.23
26. H 0.09
27. O 0.07
28. O 0.05
29. H 0.10
30. O 0.07
31. S 0.61
32. O -0.25
33. H 0.10
34. N -0.43
35. C 0.06
36. H 0.09
37. N -0.46
38. H 0.11
39. H 0.11
40. O 0.05
41. H 0.13
42. N -0.44
43. H 0.09
44. H 0.09
45. N -0.44
46. C -0.14
47. O 0.05
48. H 0.10
49. H 0.10
50. H 0.11
51. N -0.43
52. H 0.12
53. H 0.08
54. O 0.08
55. N -0.45
56. C 0.04
57. C 0.05
58. O 0.06
59. N -0.45
60. O 0.07
61. H 0.06
62. H 0.06
63. H 0.10
64. O 0.05
65. H 0.12
66. C -0.17
67. C 0.04
68. O 0.07
69. H 0.09
70. H 0.10
71. C -0.31
72. H 0.09
73. N -0.44
74. C 0.03
75. H 0.09
76. O -0.07
77. O 0.03
78. H 0.10
79. H 0.08



Among the records above, which one has the highest net charge?
C31H59GeN4O2SSi4TeZn



What is the LUMO in the third record?
-0.3 eV



The lowest HOMO-LUMO gap belongs to which entry?
C31H59GeN4O2SSi4TeZn